Molecular formula: C23H70N16O15
Method: DFT, ωB97M-V with the def2-TZVPD basis set

Summary:
Largest force on an atom: 2.9 eV/Å
Net charge: 0
E_tot: -2923.145076 hartree
LUMO energy: -0.0019 Eh

XYZ file:
```
124
Properties=species:S:1:pos:R:3:forces:R:3
N 0.72351 3.35671 3.72252 0.59 0.66 -0.38
H 0.53443 1.27765 0.26819 -0.04 0.12 -0.34
C -0.37618 -2.83306 -0.72897 0.67 -0.25 0.93
H 0.56525 0.34978 -1.22408 0.00 0.07 0.63
C 3.59845 1.72869 -0.24144 -0.55 0.44 -1.86
H 0.74874 4.36331 3.89610 -0.16 -0.62 0.37
O -1.77833 0.81682 -1.85683 -0.38 0.38 0.18
C -1.13398 -2.85869 -2.86378 -1.38 1.31 -1.07
N -1.84678 -3.89564 0.93342 -0.45 -1.02 1.11
H -5.44601 0.99781 -0.01239 -0.38 -0.13 -0.06
H -3.55674 4.85674 -1.34525 0.09 -0.25 -0.29
H 2.03804 3.78678 0.79125 -0.16 -0.61 0.13
H 0.67269 -0.49092 -4.05759 -0.37 -0.24 0.50
C -0.32188 6.92671 3.70242 -0.94 0.63 0.25
H -2.81803 3.32432 -6.48209 -0.02 0.30 -0.47
H 4.91675 -2.87483 -2.29729 -0.04 0.01 -0.05
H 4.11794 0.10365 0.84672 -0.27 -0.30 0.39
C 3.37878 -2.00698 -1.26757 0.62 -0.51 0.54
N 4.28289 -3.12088 -1.54645 -0.39 -0.96 -0.55
H 3.49069 -1.06504 -3.07753 0.25 -0.92 -0.61
H 0.09551 -1.85685 -0.90356 -0.25 0.17 -0.03
N 3.42973 0.82188 0.72374 -0.25 0.50 0.23
H -1.21320 -1.94805 0.94678 -0.03 -0.08 0.44
C 1.28186 0.18015 -3.44841 0.97 0.18 -0.69
H 1.80425 4.88689 2.08053 -0.11 0.10 0.23
O -0.66434 3.78250 -4.25015 -0.06 -0.22 -0.47
H -3.56635 2.84573 -2.63391 0.00 -0.51 -0.46
H -1.09292 6.81524 4.47205 0.10 -0.33 0.09
O -0.02312 6.76266 1.29995 -0.24 0.68 0.32
H -1.17119 -5.18436 5.19934 0.40 -0.27 0.19
H 1.13076 -3.08145 3.89602 -0.22 -0.13 0.13
H 5.53629 1.04442 -0.62062 -0.29 -0.13 0.26
O 6.13325 -1.42135 0.27012 -0.59 -0.43 -0.37
C -1.42041 -5.29388 1.11656 2.00 1.43 -0.22
H 2.49909 0.87962 1.12111 0.34 -0.61 0.52
H -2.19033 -6.01251 0.84664 -0.15 0.04 0.22
O 2.93193 -2.09175 4.16269 -0.40 -0.46 0.68
H -3.38719 -0.12295 2.46044 0.37 -0.49 -0.50
H 0.74595 1.06436 -3.11850 -0.27 -0.10 0.02
N -4.00025 -0.70057 -3.23786 -0.39 0.61 -0.12
O -1.51913 -3.02517 -1.52238 1.55 -0.57 -0.55
N 1.69030 3.95432 1.73217 0.49 0.38 -0.14
H 6.90115 -3.32553 0.58417 0.01 0.24 0.34
O 1.88360 -0.40486 -2.30830 -1.42 -0.45 0.57
C -0.77158 -2.92790 0.75763 -0.90 0.03 -0.81
O 1.00136 1.82715 2.03090 0.03 0.07 0.69
H 0.05535 -3.10443 1.45147 0.38 0.17 -0.34
C 6.30858 -2.76494 -0.15334 0.86 -1.31 0.56
H 8.17331 -0.91061 0.16826 -0.12 0.13 -0.18
H -0.27594 -6.48540 2.46224 0.01 -0.09 0.38
O 2.68282 2.46468 -0.64806 0.81 0.03 0.67
H 2.24963 -2.31390 -3.21022 -0.50 -0.22 0.55
N -4.56730 2.82736 -2.51321 0.25 0.53 0.76
H 3.03550 -2.02280 3.20694 -0.04 0.07 -0.01
H 0.69705 -0.40023 1.80291 -0.13 0.13 0.35
H -0.25029 -4.77762 2.98569 0.34 0.24 -0.66
O -1.99449 -5.69855 3.37126 -0.40 -0.07 0.14
H -5.60129 -3.17259 -4.36541 -0.39 0.05 0.14
C -4.53753 -1.95361 -3.14657 1.36 -0.45 0.65
H 0.61166 7.39990 1.64883 0.05 0.09 -0.44
H 5.05027 2.25249 -1.66233 -0.65 0.29 0.00
H -1.19786 2.52555 0.77949 0.32 -0.23 -0.05
H -1.93638 6.87253 2.32192 0.37 0.87 -0.39
C -1.48802 3.23596 -4.96723 0.03 0.31 0.67
H -1.09899 5.41743 2.28009 0.31 -0.05 0.58
C -0.85966 -5.55599 2.51652 -1.08 -0.84 0.37
H 1.21644 6.63896 4.89204 -0.01 0.05 -0.02
H -2.79219 1.67924 -5.22359 0.01 -0.53 0.14
H 1.24768 -2.14786 5.43250 0.44 -0.25 0.16
N 0.04054 0.82998 -0.49565 -0.31 -0.51 -0.40
H -1.73987 4.68243 -6.47846 0.14 0.12 0.25
H 1.21850 -0.02390 4.19102 0.51 0.02 -0.17
H 2.74312 -2.32316 -0.43687 -0.34 0.16 -0.18
H -2.62578 2.52774 -0.14003 -0.06 0.05 -0.26
H 7.03626 0.13078 1.13092 0.35 0.11 -0.10
O -3.52282 -1.47780 0.18098 -0.29 0.97 0.89
H -5.12445 2.15287 -3.00164 -0.03 -0.13 0.21
H 5.26291 -4.66842 -0.55960 0.79 0.13 -0.20
O -4.11764 -2.77448 -2.35125 -0.86 0.12 -0.92
H -1.93033 -3.20591 -3.52585 -0.07 -0.41 0.33
H 6.95477 -2.79492 -1.03868 -0.19 0.18 -0.31
H -4.31385 4.54094 0.11968 -0.07 0.13 -0.18
H 4.36487 -3.66437 0.43995 0.22 0.48 0.26
H 2.04169 0.53789 -4.15688 0.29 0.04 0.17
N -2.03618 3.81100 -6.08955 -0.26 -0.70 0.14
O 1.17860 -1.04054 2.33919 0.52 -0.14 -0.07
C 5.05895 -3.60799 -0.40396 -1.12 1.07 -0.49
N -4.01308 4.16771 -0.77012 0.37 0.28 1.40
N -5.48727 -2.20930 -4.11080 -0.13 -0.37 -0.03
H 0.16608 2.74084 4.28011 0.00 -0.15 -0.06
H -1.24682 -6.99855 4.73688 0.74 0.27 0.41
H -3.27866 -0.35973 -2.61279 -0.09 -0.15 0.23
C 7.30799 -0.88223 0.83598 -0.35 -0.14 0.58
H -1.67277 1.52699 -3.85442 -0.29 -0.23 0.21
H -4.36022 -0.09560 -3.95137 0.24 0.13 -0.05
H -0.19553 -3.26437 -3.25717 0.22 -0.42 0.79
H -2.27091 -3.71560 1.83890 -0.50 0.59 -0.33
O -6.07144 3.18342 -0.79486 0.65 -0.62 0.14
H -1.12537 -1.78068 -3.08534 0.38 0.13 0.07
H -3.99188 1.22366 1.69686 -0.20 0.01 -0.09
H -5.46084 -0.35182 -1.07238 0.47 -0.22 -0.12
C -4.10563 -0.45207 0.50140 0.43 -1.77 -0.29
H -0.18545 -0.99666 3.91290 -0.16 -0.04 -0.24
H -6.06381 -1.49404 -4.50467 -0.03 -0.05 -0.19
N 4.82952 1.72948 -0.83629 1.09 -0.16 -0.07
H -0.55970 -5.44873 0.45512 -0.20 -0.19 -0.30
C 2.66214 -1.56286 -2.53437 2.04 1.98 -0.69
H -2.65402 -6.17077 5.24138 -0.13 0.38 -0.09
O 0.89649 6.28237 4.05811 -0.21 -0.05 -0.46
N -3.95219 0.21922 1.70562 -0.02 0.70 0.62
N -2.00969 1.99090 -4.68535 0.41 0.87 -0.30
N -1.74102 2.09673 0.05284 -1.11 0.48 0.35
C -1.70814 -6.00641 4.72380 -0.60 -0.49 -0.90
C 1.17366 2.96758 2.49192 -0.88 -0.05 -0.77
C -4.96586 3.32752 -1.29967 -1.23 0.53 -1.55
H 4.05011 -1.22431 -0.90829 -0.79 0.71 0.01
N -5.08840 0.08913 -0.25525 -0.51 1.23 -0.06
C -1.21875 1.21588 -0.82453 1.52 -0.27 -0.20
H 7.55952 -1.43779 1.74670 0.11 0.03 -0.02
C 0.89513 -0.95320 3.71678 -1.24 -0.44 0.20
H -0.20272 8.01512 3.61688 0.40 0.03 0.07
H 0.43589 -3.53691 -0.97876 -0.25 -0.39 -0.12
C -0.90574 6.49654 2.37691 0.19 -1.76 -0.01
C 1.50646 -2.17980 4.37730 0.84 1.26 -1.03
```
Positions in Å, forces in eV/Å.